Entry from OMol25: C5H12N2O2 as an isolated structure in a non-equilibrium geometry (ωB97M-V/def2-TZVPD).

Cartesian coordinates (Å):
O 0.634 -1.535 1.077
O -1.257 1.848 -1.149
N -1.933 -0.521 1.360
N 0.954 0.710 -0.289
C 0.334 -1.806 -1.270
C 0.257 -1.002 0.019
C -1.286 -0.224 0.100
C -0.797 1.149 -0.082
C 1.778 1.140 0.835
H -1.885 -0.574 -0.747
H -0.355 -1.496 -2.059
H -1.226 -0.846 2.023
H 1.342 -1.732 -1.687
H 1.292 0.886 1.779
H 2.741 0.625 0.863
H -1.060 1.357 -1.962
H 0.151 -2.858 -1.050
H -2.387 0.304 1.742
H 1.927 2.222 0.854
H 1.484 0.556 -1.142
H -0.711 1.798 0.786

Forces on atoms 1 to 3 (eV/Å):
O 0.4 0.8 -0.5
O 0.4 0.4 -0.5
N 0.2 0.2 0.0

Its total energy is -457.6053 Eh. The molecular weight comes out at 132.163 g/mol. Its energy above the lowest of the compared OMol25 structures with the same formula, charge and spin is 90.10 kcal/mol. For the lowest unoccupied orbital energy, the calculation gives 0.501 eV. The HOMO-LUMO gap is 8.83 eV.

Atom charges from the Mulliken analysis, given in e for atoms 1 to 8: number 1, O, carries -0.7595; number 2, O, carries -0.5209; number 3, N, carries -0.7083; number 4, N, carries -0.3914; number 5, C, carries -1.4729; number 6, C, carries 1.2088; number 7, C, carries -0.2981; number 8, C, carries -0.0754